1.
8
Properties=species:S:1:pos:R:3:lowdin_charge:R:1 method="wB97M-V/def2-TZVPD" multiplicity=1 total_energy_ha=-593.49206 e_above_lowest_ev=1.336 homo_energy_ev=-10.798 lumo_ha=0.03444
Cl -1.884 -0.447 -0.624 0.420
N 0.604 1.793 1.610 0.017
C 1.481 1.234 1.067 -0.083
C -0.228 -1.035 -1.031 -0.490
H 0.276 -1.221 -0.168 -0.034
H -0.231 1.914 2.241 0.111
H -0.273 -2.001 -1.517 0.032
H 0.255 -0.237 -1.578 0.027

=====

2.
20
Properties=species:S:1:pos:R:3:lowdin_charge:R:1 method="wB97M-V/def2-TZVPD" multiplicity=1 total_charge=-1 total_energy_ha=-1800.00164 homo_energy_ev=-4.978 lumo_ha=-0.07598
Tl -3.934 10.627 13.571 1.119
S -0.374 8.950 12.724 0.220
S -4.170 7.024 15.387 0.224
O -4.267 6.609 16.797 -0.253
O -0.526 9.148 11.275 -0.235
O -3.821 8.426 15.275 -0.414
O 0.686 9.809 13.229 -0.301
O -4.082 13.472 14.398 -0.157
O -4.517 10.852 16.392 -0.143
O -3.157 6.174 14.732 -0.195
O -1.647 9.223 13.388 -0.404
O -0.023 7.524 12.875 -0.176
O -4.742 8.061 12.376 -0.154
O -5.460 6.741 14.742 -0.345
H -4.609 13.996 13.782 0.041
H -3.306 14.016 14.582 0.048
H -4.641 9.981 16.799 0.041
H -4.912 7.601 11.548 0.043
H -5.255 7.572 13.048 -0.002
H -4.283 11.443 17.114 0.044

=====

3.
115
Properties=species:S:1:pos:R:3:lowdin_charge:R:1 method="wB97M-V/def2-TZVPD" multiplicity=1 total_charge=+3 total_energy_ha=-5677.30485 e_above_lowest_ev=0.615 homo_energy_ev=-15.167 lumo_ha=-0.32144
Br 0.940 -1.165 1.552 1.075
Ti -0.471 0.840 -0.098 1.114
O 0.043 4.075 -3.772 0.053
O 0.277 2.316 -0.756 -0.262
N -1.959 -0.754 0.548 -0.029
N 0.600 -0.546 -3.584 -0.143
N -0.684 1.827 1.727 -0.036
N -1.119 0.352 -2.238 0.015
N -1.539 -1.431 -3.715 -0.095
N 1.428 1.768 2.783 -0.155
N 2.132 1.348 -1.734 0.050
N -2.897 -2.522 1.799 -0.174
N -2.328 1.937 -0.377 -0.226
N -0.438 2.017 4.078 -0.116
N -1.271 -3.000 0.259 -0.140
N 1.685 0.342 -0.878 -0.049
C -3.112 0.013 1.049 -0.201
C -1.717 2.896 1.761 -0.155
C -0.709 -0.541 -3.157 -0.409
C 1.602 5.849 -3.296 0.009
C 2.200 2.369 1.708 -0.025
C 3.828 -5.909 3.102 -0.028
C 2.235 1.185 3.851 -0.045
C 1.027 0.518 -4.502 -0.025
C -0.963 -4.267 0.922 -0.019
C -3.688 -3.734 1.605 -0.028
C 2.553 -0.571 -0.633 -0.179
C 3.407 -3.677 1.476 -0.219
C 3.280 -2.570 0.555 -0.035
C 0.091 1.845 2.852 -0.395
C -2.963 -1.945 3.132 -0.033
C 4.564 -5.760 1.935 -0.037
C -2.451 0.906 -2.546 -0.184
C -3.499 1.188 0.172 -0.111
C 1.112 4.569 -3.074 -0.245
C 2.676 -3.842 2.664 -0.054
C 2.417 -1.544 0.414 -0.542
C -1.308 -1.988 -5.051 0.004
C 2.669 6.317 -2.550 -0.038
C -1.738 1.514 4.493 -0.015
C -2.544 2.220 -1.822 -0.129
C 2.892 -4.946 3.465 -0.052
C 3.253 5.517 -1.575 -0.055
C -2.762 -1.923 -3.090 -0.030
C -2.029 -2.054 0.853 -0.427
C -2.160 3.215 0.349 -0.141
C 0.252 2.790 5.115 -0.011
C 1.297 -1.804 -3.798 -0.045
C -0.516 -2.779 -0.951 -0.077
C 4.361 -4.650 1.136 -0.012
C 2.762 4.243 -1.363 -0.030
C 1.696 3.746 -2.110 -0.097
C 1.126 2.377 -1.907 -0.334
H 3.224 3.627 -0.597 0.101
H 1.609 0.609 4.528 0.098
H 2.327 -1.691 -3.451 0.096
H 0.302 1.330 -4.513 0.091
H -4.106 1.871 0.769 0.141
H -3.647 -1.470 -3.541 0.111
H 4.946 -4.529 0.233 0.123
H 3.989 -6.770 3.736 0.124
H 1.148 6.478 -4.053 0.130
H -3.118 3.741 0.376 0.149
H 0.543 -2.980 -0.777 0.080
H -2.178 -1.202 3.259 0.070
H -0.564 -1.409 -5.587 0.087
H -2.889 0.397 2.042 0.067
H -0.636 -1.751 -1.266 0.037
H 0.828 -2.604 -3.229 0.082
H 4.085 5.889 -0.995 0.116
H -1.474 -5.105 0.445 0.109
H 1.096 0.117 -5.517 0.100
H 1.338 -2.099 -4.850 0.095
H 0.475 2.115 -2.733 0.088
H 5.300 -6.500 1.655 0.123
H -2.752 -1.726 -2.021 0.074
H -0.858 -3.450 -1.743 0.108
H -2.553 1.060 -3.623 0.149
H 2.966 0.515 3.396 0.093
H -3.993 -0.623 1.148 0.136
H -2.243 -1.941 -5.606 0.112
H 1.537 2.820 0.978 0.072
H 2.849 3.142 2.128 0.116
H 2.337 -5.058 4.387 0.116
H -3.277 0.263 -2.243 0.084
H 2.003 0.908 -4.218 0.092
H 2.774 1.949 4.414 0.106
H -2.796 -2.736 3.868 0.109
H 3.048 7.314 -2.731 0.124
H -2.816 -2.999 -3.256 0.109
H 0.113 -4.438 0.857 0.091
H -1.622 0.980 5.437 0.114
H 1.048 3.384 4.676 0.102
H 2.834 1.617 1.231 0.086
H -3.621 -4.064 0.571 0.100
H -0.474 3.467 5.567 0.110
H -3.516 2.703 -1.955 0.155
H 3.002 1.741 -1.391 0.126
H -3.369 -4.545 2.262 0.098
H 0.659 2.152 5.900 0.103
H -4.733 -3.509 1.826 0.107
H -3.934 -1.488 3.340 0.108
H -1.434 3.821 -0.184 0.128
H -0.992 -3.030 -4.991 0.108
H -2.584 2.603 2.360 0.103
H -1.241 -4.230 1.970 0.094
H -0.216 4.707 -4.453 0.125
H -1.762 2.900 -2.158 0.117
H 4.041 -2.574 -0.223 0.134
H 1.958 -3.104 2.987 0.049
H -1.305 3.798 2.217 0.147
H 3.488 -0.585 -1.193 0.156
H -2.129 0.826 3.754 0.051
H -2.446 2.330 4.652 0.110
H -4.127 0.864 -0.653 0.124

=====

4.
13
Properties=species:S:1:pos:R:3:lowdin_charge:R:1 method="wB97M-V/def2-TZVPD" multiplicity=1 total_energy_ha=-381.88877 e_above_lowest_ev=3.891 homo_energy_ev=-8.310 lumo_ha=0.03234
F -2.690 0.290 0.278 0.031
N 0.494 -1.301 -0.203 -0.077
N 1.131 -0.073 -0.456 -0.119
N 1.854 0.296 0.635 -0.017
C -1.392 0.038 -0.024 -0.346
C -0.863 -1.175 0.132 -0.075
C -0.537 1.123 -0.508 0.051
H 0.633 -1.929 -0.991 0.119
H -0.671 1.460 -1.526 0.074
H 1.375 0.258 1.534 0.087
H -0.290 1.906 0.195 0.073
H -1.381 -2.058 0.466 0.116
H 2.339 1.166 0.466 0.083

=====

5.
19
Properties=species:S:1:pos:R:3:lowdin_charge:R:1 method="wB97M-V/def2-TZVPD" multiplicity=1 smiles=CO[C@H]1CC[C@H]1C total_energy_ha=-310.96833 e_above_lowest_ev=2.475 homo_energy_ev=-9.434 lumo_ha=0.03867
O -0.607 1.377 0.878 -0.139
C 1.383 -0.721 0.359 -0.052
C 0.626 2.124 0.800 -0.106
C -0.088 -1.119 0.364 -0.288
C -0.997 0.136 0.296 -0.295
C -0.661 -1.538 -1.006 -0.144
C -1.176 -0.095 -1.228 -0.105
H -0.493 0.502 -1.840 0.109
H -2.188 0.005 -1.638 0.102
H 1.605 1.728 1.151 0.078
H 0.068 -1.912 -1.731 0.103
H 1.855 -0.748 -0.628 0.091
H 0.425 2.915 1.515 0.086
H -1.470 -2.267 -0.913 0.104
H 1.991 -1.253 1.091 0.082
H -0.308 -1.789 1.202 0.131
H 1.404 0.301 0.668 -0.003
H -1.948 -0.092 0.801 0.152
H 0.808 2.508 -0.211 0.093

=====

6.
13
Properties=species:S:1:pos:R:3:lowdin_charge:R:1 method="wB97M-V/def2-TZVPD" multiplicity=1 smiles="[H]/N=c1/ccsn1C" total_energy_ha=-663.62674 e_above_lowest_ev=2.770 homo_energy_ev=-7.657 lumo_ha=0.02508
S 1.869 -0.972 0.086 0.943
N -0.856 1.626 -0.002 0.118
N 0.321 -0.378 0.305 -0.402
C 1.538 1.544 -0.110 -0.101
C -1.035 -1.377 -0.092 0.053
C 0.225 1.003 0.112 -0.568
C 2.521 0.582 -0.111 -0.393
H -1.450 -1.723 0.865 0.068
H -0.401 -2.102 -0.728 0.073
H -1.511 -0.558 -0.708 0.070
H 1.715 2.636 -0.038 0.122
H -1.680 1.151 0.036 -0.023
H 3.547 0.676 -0.136 0.039

=====

7.
120
Properties=species:S:1:pos:R:3:lowdin_charge:R:1 method="wB97M-V/def2-TZVPD" multiplicity=1 total_energy_ha=-24963.97277 homo_energy_ev=-9.261 lumo_ha=-0.01352
Br -1.961 -8.778 4.783 0.539
Br 0.500 -7.009 5.444 0.544
Br 5.207 0.154 -6.176 0.533
Br 1.924 0.413 -5.958 0.497
Br -4.156 0.269 6.690 0.502
Br 3.605 2.967 -6.830 0.526
Br -4.635 -2.911 7.043 0.514
Br 1.106 -9.788 4.070 0.499
Br -2.267 -1.382 8.644 0.541
O 0.339 -8.464 -1.688 -0.198
O 10.354 0.197 -0.266 -0.210
O 0.158 -1.042 1.400 -0.193
O -5.194 -2.152 -9.676 -0.145
O 3.064 6.109 6.664 -0.197
N 2.602 1.762 1.928 0.028
N -1.888 -11.419 -2.360 0.024
N -7.231 -4.303 -7.370 0.030
N 9.033 2.451 0.399 0.024
N 4.280 8.820 7.117 0.040
C -6.143 6.099 1.712 -0.239
C -0.868 -10.666 -1.637 -0.417
C -1.201 -1.211 1.075 -0.126
C 3.689 1.330 -5.746 -1.529
C 11.284 -0.838 -0.606 -0.094
C -7.113 6.820 2.619 -0.243
C -0.184 -8.258 4.166 -1.565
C 0.483 -7.207 -2.249 -0.127
C 2.900 8.469 6.976 -0.479
C 2.206 9.786 6.639 -0.067
C 9.097 3.437 -1.731 -0.057
C 2.127 0.423 1.741 -0.470
C 2.288 5.572 7.708 -0.114
C -6.405 -3.183 -7.705 -0.455
C 9.229 2.091 -0.988 -0.448
C 10.532 1.397 -1.049 -0.218
C 2.593 7.311 6.048 -0.175
C -6.160 3.499 -1.293 -0.108
C -7.973 5.737 3.361 -0.114
C -0.779 -9.200 -2.127 -0.194
C -4.925 -2.241 -11.040 -0.138
C -5.257 -3.236 -6.722 -0.072
C 2.746 -0.455 2.817 -0.064
C 0.606 0.329 1.575 -0.173
C -3.263 -1.479 6.978 -1.537
C -6.750 5.132 0.647 -0.232
C -6.006 -3.178 -9.220 -0.227
C -5.667 4.568 -0.279 -0.270
C 0.426 -11.437 -1.887 -0.089
H 2.346 -0.227 3.805 0.080
H -5.563 -4.148 -9.444 0.121
H 11.286 2.076 -0.652 0.129
H -1.531 -0.811 0.116 0.081
H -6.704 -5.161 -7.445 0.074
H -6.613 7.504 3.305 0.102
H -1.866 -0.811 1.841 0.083
H 2.484 10.113 5.638 0.077
H -0.208 -7.755 3.199 -0.018
H 11.193 -1.231 -1.618 0.085
H -1.814 -12.348 -1.972 0.064
H 1.192 -6.658 -1.628 0.092
H 4.540 9.242 6.237 0.067
H 9.216 1.592 0.897 0.060
H -5.459 5.485 2.300 0.109
H -5.591 6.887 1.201 0.107
H 0.354 0.940 0.708 0.121
H -0.722 -9.279 -3.213 0.122
H 9.776 3.044 0.739 0.071
H -4.586 -3.189 -11.456 0.087
H 2.474 -1.504 2.698 0.072
H 1.117 9.731 6.641 0.072
H 2.991 7.513 5.054 0.131
H 2.646 1.936 2.922 0.067
H 2.308 6.184 8.610 0.077
H -7.513 5.600 0.025 0.114
H 8.467 1.352 -1.239 0.144
H -8.828 6.174 3.877 0.062
H -4.801 -2.250 -6.811 0.076
H -7.009 3.926 -1.828 0.066
H 3.825 -0.312 2.774 0.079
H 3.831 1.617 -4.704 -0.028
H 11.019 -1.650 0.070 0.086
H 3.594 1.793 1.743 0.073
H -5.564 -3.291 -5.677 0.078
H 1.305 -10.970 -1.443 0.073
H -4.570 -4.059 -6.920 0.082
H 4.810 7.965 7.020 0.070
H 2.484 0.129 0.754 0.137
H -1.699 -11.539 -3.345 0.068
H 12.282 -0.476 -0.358 0.088
H -4.829 4.271 0.352 0.103
H -6.525 2.644 -0.723 0.062
H -0.465 -6.709 -2.450 0.087
H -7.402 5.040 3.974 0.069
H -4.247 -1.468 -11.403 0.089
H 2.373 10.558 7.390 0.080
H -6.963 -2.263 -7.529 0.138
H -8.460 5.010 2.712 0.051
H 2.715 4.612 8.000 0.090
H 1.243 5.451 7.422 0.087
H -7.203 4.275 1.146 0.097
H -6.938 -3.249 -9.781 0.117
H -1.649 -8.597 -1.867 0.123
H -5.782 -2.046 -11.684 0.082
H 9.401 3.315 -2.771 0.068
H 2.601 8.192 7.987 0.123
H -1.326 -2.286 0.944 0.086
H 10.839 1.114 -2.056 0.123
H 0.975 -7.329 -3.214 0.085
H 8.082 3.835 -1.705 0.075
H 0.344 -12.399 -1.381 0.073
H -7.862 -4.333 -8.158 0.064
H -7.813 7.344 1.969 0.101
H 0.625 -11.640 -2.939 0.078
H 1.521 7.149 5.938 0.118
H 0.161 0.762 2.471 0.121
H -5.411 5.426 -0.901 0.099
H -0.909 -10.767 -0.553 0.137
H -5.498 3.072 -2.045 0.063
H -2.577 -1.668 6.152 -0.022
H 9.725 4.247 -1.362 0.073

=====

8.
14
Properties=species:S:1:pos:R:3:lowdin_charge:R:1 method="wB97M-V/def2-TZVPD" multiplicity=1 total_energy_ha=-270.35827 e_above_lowest_ev=5.432 homo_energy_ev="-8.034 / -8.036" lumo_ha="-0.01539 / -0.01544"
O 1.890 0.285 1.852 -0.088
C -0.111 0.874 0.603 -0.202
C 0.055 -0.376 -0.183 0.035
C -0.898 -0.947 -2.574 0.015
C 0.588 0.793 1.975 -0.302
C -0.643 -0.854 -1.233 -0.258
H -1.630 -1.685 -2.904 0.056
H -0.294 -0.468 -3.331 0.059
H 0.443 1.619 0.000 0.140
H -0.719 -1.983 -1.228 0.141
H 0.677 1.794 2.415 0.115
H -1.143 1.240 0.699 0.116
H 1.811 -0.475 1.248 0.060
H -0.024 0.183 2.661 0.113